10
Properties=species:S:1:pos:R:3:nbo_charge:R:1 method="wB97M-V/def2-TZVPD" charge=0 smiles="[H]/N=c1/nnon1N" gap_ev=9.4
H 1.23 -2.29 -0.54 0.34
N 1.56 -1.35 0.01 -0.61
C 0.71 -0.47 -0.03 0.39
N 1.24 0.73 0.22 -0.20
N 0.34 1.65 0.10 0.18
O -0.84 1.08 -0.22 -0.21
N -0.57 -0.35 -0.32 -0.05
N -1.78 -1.00 0.23 -0.60
H -1.80 -0.78 1.21 0.37
H -2.44 -0.54 -0.39 0.39

=====

97
Properties=species:S:1:pos:R:3:mulliken_charge:R:1 method="wB97M-V/def2-TZVPD" charge=0 smiles="CCOCC[C@H](OC(=O)B(N)O)P(C)CC.CCOS(C)(=O)=O.CCOS(C)(=O)=O.CCOS(C)(=O)=O.CCOS(C)(=O)=O" gap_ev=8.4
C 4.15 1.93 3.35 -1.47
C 2.83 1.56 2.66 0.19
O 2.96 1.60 1.24 -0.57
C 2.80 0.33 0.62 -0.79
C 4.03 -0.57 0.92 -0.69
C 4.63 -1.36 -0.25 0.35
O 4.13 -2.71 -0.43 -0.24
C 2.81 -2.95 -0.12 0.20
O 1.92 -2.43 -0.78 -0.49
B 2.49 -3.92 1.15 0.65
N 1.14 -4.17 1.52 -0.64
O 3.57 -4.44 1.84 -0.57
P 6.49 -1.50 0.09 -0.09
C 7.33 -0.68 -1.33 -1.31
C 6.99 -3.27 -0.09 -0.44
C 7.82 -3.73 1.12 -1.24
H 4.67 2.70 2.77 0.31
H 3.95 2.29 4.36 0.43
H 4.80 1.06 3.44 0.25
H 2.54 0.58 3.02 0.13
H 2.08 2.29 2.99 0.49
H 1.92 -0.15 1.07 0.23
H 2.61 0.42 -0.44 0.58
H 3.83 -1.21 1.78 0.06
H 4.81 0.13 1.25 0.46
H 4.54 -0.77 -1.17 0.37
H 0.53 -3.73 0.84 0.30
H 0.95 -3.67 2.39 0.22
H 4.15 -3.72 2.10 0.30
H 7.26 -1.24 -2.26 0.38
H 8.39 -0.67 -1.06 0.40
H 7.00 0.35 -1.46 0.38
H 7.57 -3.37 -1.01 0.41
H 6.13 -3.94 -0.19 0.34
H 8.84 -3.36 1.08 0.36
H 7.85 -4.83 1.11 0.39
H 7.33 -3.44 2.05 0.32
C -1.96 4.70 -2.33 -1.04
C -1.29 3.47 -1.74 -0.26
O -0.05 3.78 -1.07 -0.26
S -0.15 4.47 0.36 1.15
C 1.53 4.28 0.84 -0.36
O -0.99 3.65 1.20 -0.60
O -0.44 5.86 0.20 -0.63
H -2.29 5.38 -1.55 0.33
H -2.82 4.41 -2.92 0.31
H -1.25 5.24 -2.96 0.30
H -1.96 2.94 -1.06 0.30
H -1.03 2.78 -2.54 0.27
H 1.77 3.22 0.94 -0.24
H 1.64 4.79 1.80 0.41
H 2.16 4.75 0.09 0.38
C -0.90 -1.59 6.63 -1.04
C -1.42 -2.10 5.30 -0.04
O -1.97 -1.06 4.47 -0.33
S -0.96 -0.06 3.75 1.16
C -2.11 0.71 2.67 -0.75
O -0.02 -0.84 2.98 -0.51
O -0.49 0.90 4.69 -0.64
H -0.04 -0.93 6.49 0.28
H -0.60 -2.42 7.26 0.42
H -1.67 -1.01 7.14 0.27
H -0.64 -2.63 4.75 0.02
H -2.24 -2.80 5.46 0.31
H -2.49 -0.03 1.96 0.33
H -1.58 1.50 2.14 0.17
H -2.92 1.13 3.26 0.38
C -3.59 -4.86 -4.09 -0.97
C -2.82 -4.83 -2.79 -0.39
O -1.78 -3.84 -2.78 -0.23
S -2.20 -2.31 -2.60 1.21
C -0.59 -1.69 -2.30 -0.57
O -3.01 -2.20 -1.42 -0.68
O -2.69 -1.81 -3.85 -0.62
H -4.15 -3.94 -4.23 0.27
H -4.29 -5.69 -4.10 0.39
H -2.91 -4.95 -4.94 0.26
H -3.48 -4.68 -1.94 0.34
H -2.31 -5.78 -2.64 0.27
H -0.22 -2.10 -1.37 0.05
H -0.66 -0.61 -2.23 0.32
H 0.05 -1.97 -3.14 0.35
C -7.82 5.37 -3.48 -1.00
C -7.56 4.43 -2.33 -0.28
O -7.55 3.04 -2.73 -0.30
S -6.27 2.51 -3.51 1.17
C -6.63 0.80 -3.41 -0.97
O -5.10 2.81 -2.74 -0.54
O -6.35 2.93 -4.88 -0.63
H -7.01 5.36 -4.20 0.30
H -7.94 6.39 -3.11 0.39
H -8.73 5.08 -4.01 0.27
H -6.63 4.67 -1.82 0.29
H -8.36 4.50 -1.59 0.27
H -6.60 0.50 -2.36 0.31
H -5.87 0.27 -3.98 0.37
H -7.62 0.63 -3.83 0.34

=====

98
Properties=species:S:1:pos:R:3:mulliken_charge:R:1 method="wB97M-V/def2-TZVPD" charge=+2 gap_ev=8.2
In 0.39 -0.59 -1.71 0.58
I -2.16 -1.92 -1.30 0.19
C -2.27 -1.40 -3.38 -0.08
C -2.41 -2.50 -4.19 -0.92
C -2.71 -2.30 -5.59 -0.75
C -2.94 -1.05 -6.07 -0.88
C -2.82 0.06 -5.22 1.13
C -3.07 1.35 -5.76 -0.79
C -3.16 2.46 -4.98 -1.28
C -2.62 2.40 -3.68 -0.83
C -2.15 1.20 -3.13 1.45
P -0.87 1.58 -1.90 1.10
C -1.42 2.52 -0.44 1.18
C -0.32 3.10 0.22 -1.00
C -0.58 4.02 1.19 -1.37
C -1.86 4.41 1.47 -0.49
C -2.98 3.85 0.80 -1.05
C -2.74 2.84 -0.08 -0.49
C 0.27 2.70 -2.79 0.88
C 0.25 4.12 -2.55 -0.10
C 1.07 4.88 -3.34 -0.68
C 1.87 4.32 -4.27 -0.57
C 1.90 2.95 -4.51 -0.84
C 1.11 2.13 -3.74 -0.30
C -2.42 -0.04 -3.87 0.54
H -2.36 -3.53 -3.88 0.49
H -2.92 -3.24 -6.15 0.38
H -3.29 -0.95 -7.14 0.35
H -3.40 1.47 -6.78 0.39
H -3.56 3.32 -5.51 0.40
H -2.52 3.24 -3.06 0.60
H 0.66 2.82 -0.07 0.70
H 0.21 4.53 1.77 0.44
H -2.07 5.17 2.19 0.47
H -3.96 4.23 1.01 0.54
H -3.51 2.26 -0.49 0.69
H -0.31 4.57 -1.66 0.16
H 1.11 5.94 -3.27 0.48
H 2.36 5.04 -4.94 0.35
H 2.50 2.57 -5.34 0.44
H 1.13 1.02 -3.83 -0.02
C -2.24 -0.54 4.60 -1.63
C -1.57 -0.06 3.28 2.26
C -2.35 -0.44 1.99 -0.63
C -1.65 1.48 3.32 -2.55
Si 0.26 -0.67 3.25 -1.10
Br 0.89 -0.46 0.99 0.15
C 1.60 0.52 3.93 1.93
C 1.56 1.85 3.30 -1.66
C 2.96 -0.12 3.74 -1.48
C 1.41 0.67 5.47 -1.62
C 0.43 -2.60 3.46 2.20
C -0.75 -3.37 2.73 -1.40
C 1.77 -3.09 2.91 -1.99
C 0.40 -3.03 4.92 -1.62
H -3.30 -0.37 4.37 0.53
H -1.87 0.03 5.48 0.34
H -1.92 -1.59 4.78 0.31
H -3.47 -0.04 2.11 0.33
H -2.32 -1.48 1.67 0.04
H -1.89 0.24 1.25 -0.30
H -2.70 1.84 3.43 0.60
H -1.20 1.96 2.49 0.47
H -0.98 1.80 4.09 0.72
H 1.67 1.80 2.23 0.18
H 2.40 2.45 3.65 0.65
H 0.58 2.35 3.55 0.20
H 3.19 -0.32 2.66 0.10
H 2.95 -1.12 4.35 0.22
H 3.72 0.50 4.12 0.79
H 0.49 1.14 5.64 0.40
H 2.26 1.13 5.97 0.42
H 1.43 -0.32 5.91 0.37
H -0.67 -3.30 1.66 0.11
H -1.76 -2.91 3.07 0.24
H -0.77 -4.47 2.87 0.50
H 2.02 -2.69 1.97 0.23
H 1.64 -4.16 2.78 0.66
H 2.60 -2.88 3.68 0.32
H -0.54 -2.82 5.44 0.40
H 1.19 -2.55 5.53 0.30
H 0.58 -4.05 5.13 0.50
C 3.93 -2.02 -0.64 -0.98
Si 2.92 -3.04 -1.90 0.44
C 1.70 -4.34 -1.12 -0.81
C 3.89 -3.87 -3.32 -1.14
C 1.77 -1.83 -2.85 -1.47
H 4.08 -2.48 0.29 0.39
H 3.38 -1.06 -0.50 0.03
H 4.88 -1.72 -1.02 0.55
H 2.24 -5.01 -0.41 0.36
H 1.31 -4.89 -1.99 0.35
H 0.79 -3.97 -0.59 0.04
H 4.91 -4.07 -3.03 0.36
H 3.97 -3.33 -4.30 0.34
H 3.37 -4.83 -3.52 0.31
H 1.09 -2.31 -3.59 0.59
H 2.29 -1.09 -3.37 0.68

=====

19
Properties=species:S:1:pos:R:3:nbo_charge:R:1 method="wB97M-V/def2-TZVPD" charge=0 smiles=CCNCC.O gap_ev=10.0
C 1.95 1.82 0.05 -0.63
C 1.73 0.31 -0.05 -0.21
N 0.29 -0.01 0.04 -0.67
C -0.41 -1.12 -0.54 -0.24
C -1.55 -1.35 -1.65 -0.63
H 3.00 2.15 0.00 0.23
H 1.52 2.34 1.00 0.21
H 1.35 2.41 -0.70 0.21
H 2.11 -0.03 -1.07 0.18
H 2.31 -0.21 0.81 0.20
H -0.27 0.87 -0.36 0.35
H -0.82 -1.70 0.34 0.20
H 0.37 -1.60 -1.13 0.19
H -2.56 -1.03 -1.24 0.21
H -1.55 -0.87 -2.66 0.21
H -1.70 -2.37 -2.01 0.23
O -1.71 0.15 1.99 -0.97
H -1.10 0.23 1.26 0.48
H -1.35 0.66 2.74 0.47